<1>
Formula: C5H13NO
Source: the Open Molecules 2025 dataset
Level of theory: ωB97M-V/def2-TZVPD

Atoms and positions in Å:
C: -1.1523 1.0218 -1.6557
C: -0.7031 0.8930 -0.4121
N: 0.1171 1.8865 0.1015
C: -1.0240 -0.3680 0.3943
C: 0.3588 -1.0292 0.8283
C: 0.1030 -1.6746 2.2366
H: -1.9651 0.4985 -2.1611
H: -0.9305 1.8191 -2.3665
H: 0.2817 1.9298 1.0877
H: 0.4963 2.6481 -0.4322
H: -1.5103 -1.0563 -0.2813
H: -1.6329 -0.1776 1.2596
H: 1.1752 -0.3269 0.8594
H: 0.4351 -1.7476 0.0084
H: -0.0466 -2.7708 2.1941
H: -0.8209 -1.2713 2.6132
H: 0.8653 -1.6257 3.0253
O: 2.3804 0.4128 -2.3639
H: 1.6378 -0.1588 -2.0950
H: 1.9350 1.0971 -2.8408

Output
Kohn-Sham gap = 9.0 eV
Molecular weight = 103.16 g/mol
HOMO energy = -0.2977 hartree
SMILES = C=C(N)CCC.O


<2>
Formula: C5H13NO
Source: the Open Molecules 2025 dataset
Level of theory: ωB97M-V/def2-TZVPD

Atoms and positions in Å:
C: 0.4111 -0.0395 -2.0337
C: 0.8573 0.7221 -1.0349
C: 2.2948 1.0721 -0.8854
C: -0.1325 1.1993 0.0190
C: 0.1455 0.8137 1.4551
N: 0.2724 -0.6113 1.7378
H: 1.1052 -0.3580 -2.8069
H: -0.6180 -0.3048 -2.2309
H: 2.4334 2.1319 -0.6459
H: 2.9563 0.7916 -1.6979
H: 2.6811 0.5958 0.0295
H: -1.1303 0.9171 -0.3258
H: -0.1523 2.2910 -0.1438
H: 1.0052 1.3671 1.8283
H: -0.7219 1.1520 2.0371
H: -0.3727 -1.1652 1.1720
H: 1.1885 -0.9417 1.4381
O: -4.4216 -3.0972 0.5569
H: -3.9084 -2.6965 1.2808
H: -3.8931 -3.8396 0.2505

Output
Kohn-Sham gap = 9.9 eV
Molecular weight = 103.16 g/mol
HOMO energy = -0.3417 hartree
SMILES = C=C(C)CCN.O


<3>
Formula: C5H13NO
Source: the Open Molecules 2025 dataset
Level of theory: ωB97M-V/def2-TZVPD

Atoms and positions in Å:
C: -1.2230 -0.2151 1.6372
N: 0.2575 -0.1196 1.5055
C: 1.0531 0.0734 0.2382
C: 1.7330 1.5075 0.4367
C: 0.0913 0.2669 -0.9664
C: -0.4189 -1.0559 -1.5278
O: -1.8271 -1.3524 -1.5834
H: -1.5096 -0.7380 2.5398
H: -1.5639 0.8286 1.6781
H: -1.6625 -0.6031 0.7075
H: 0.5101 -1.0816 1.7483
H: 1.8400 -0.6586 0.0904
H: 2.7817 1.2796 0.6038
H: 0.9976 2.0055 1.1000
H: 1.6182 2.0382 -0.4995
H: -0.7737 0.8348 -0.5844
H: 0.5312 0.9945 -1.6578
H: -0.0541 -1.4165 -2.4790
H: -0.0216 -1.8471 -0.8825
H: -2.3593 -0.7411 -2.1045

Output
Kohn-Sham gap = 9.5 eV
Molecular weight = 103.16 g/mol
HOMO energy = -0.3157 hartree
SMILES = CN[C@H](C)CCO


<4>
Formula: C5H13NO
Source: the Open Molecules 2025 dataset
Level of theory: ωB97M-V/def2-TZVPD

Atoms and positions in Å:
C: -0.6157 -3.1043 -0.1058
C: -1.3547 -1.9970 -0.0288
C: -0.7267 -0.6669 0.3578
C: -0.7018 0.2430 -0.8720
C: -0.2395 1.6657 -0.4940
N: 1.2353 1.8577 -0.4897
H: -0.8516 -3.9735 -0.7343
H: 0.3976 -3.3019 0.2426
H: -2.3564 -1.9038 -0.4278
H: 0.3656 -0.7938 0.7106
H: -1.3356 -0.1514 1.1115
H: -0.0814 0.1076 -1.7682
H: -1.6366 0.2109 -1.4538
H: -0.7307 2.3781 -1.1445
H: -0.5842 1.8348 0.5370
H: 1.5116 2.7197 -0.9485
H: 1.5825 1.0940 -1.0537
O: 1.8079 1.0900 2.2685
H: 1.7216 1.6553 1.4890
H: 2.5931 1.0358 2.8043

Output
Kohn-Sham gap = 10.5 eV
Molecular weight = 103.16 g/mol
HOMO energy = -0.3494 hartree
SMILES = C=CCCCN.O


Most stable: <2>